1.
{"formula": "C4H11N2", "method": "ωB97M-V/def2-TZVPD", "elements": ["C", "C", "C", "C", "N", "N", "H", "H", "H", "H", "H", "H", "H", "H", "H", "H", "H"], "xyz": [[-0.176, 1.111, -0.832], [0.562, 0.832, 0.378], [1.867, 0.100, 0.325], [-0.489, -1.547, -0.541], [-1.795, 0.007, 0.865], [-0.700, 0.049, -0.037], [-0.739, 2.076, -0.864], [0.171, 0.876, -1.899], [0.525, 1.489, 1.321], [2.832, 0.685, 0.604], [1.961, -0.211, -0.672], [1.789, -0.733, 1.027], [0.206, -1.473, -1.297], [-0.188, -2.133, 0.461], [-1.477, -1.896, -0.677], [-1.741, 0.732, 1.531], [-2.606, 0.034, 0.306]], "atomic_forces_ev_per_a": [[-0.812, 3.250, -3.075], [1.091, 0.391, 1.792], [1.025, 0.562, 1.470], [-0.288, 1.764, 5.621], [1.063, -0.588, -0.772], [1.241, -4.085, 1.376], [0.093, -1.077, 0.157], [-0.248, -0.048, 1.878], [-0.901, -0.938, -1.686], [-2.076, -0.587, -0.413], [0.692, -0.930, -1.248], [0.374, -0.122, -0.209], [1.212, -0.458, -1.691], [-0.076, 1.563, -2.442], [-0.909, -0.067, -1.042], [-0.046, 1.091, 0.698], [-1.435, 0.277, -0.414]], "mulliken_charge": [-0.409, 0.176, -1.183, -0.702, -0.668, 0.541, 0.277, 0.200, 0.337, 0.354, 0.300, 0.298, 0.344, 0.309, 0.312, 0.246, 0.268], "fmax_ev_per_a": 5.90, "total_charge": 1, "smiles": "C[C@H]1C[N@+]1(C)N", "e_homo_ev": -15.32, "multiplicity": 1}

2.
{"formula": "C4H11N2", "method": "ωB97M-V/def2-TZVPD", "elements": ["C", "C", "N", "N", "H", "H", "H", "H", "H", "H", "H", "C", "C", "H", "H", "H", "H"], "xyz": [[1.400, -0.031, -0.573], [0.513, 0.089, -1.569], [0.103, -0.908, -2.384], [1.422, 1.019, 0.459], [1.808, -0.970, -0.233], [0.064, 1.056, -1.778], [-0.752, -0.796, -2.899], [0.330, -1.857, -2.135], [2.347, 1.160, 0.868], [0.746, 0.802, 1.205], [1.128, 1.927, 0.090], [-1.777, -0.303, 0.878], [-1.293, -0.232, 2.113], [-1.444, -1.036, 0.159], [-2.487, 0.426, 0.504], [-0.662, -0.989, 2.563], [-1.446, 0.643, 2.734]], "atomic_forces_ev_per_a": [[-0.341, -0.187, 0.293], [-0.260, -0.050, -0.087], [0.133, -0.010, 0.125], [0.097, 0.358, -0.112], [0.132, 0.040, -0.035], [-0.060, -0.032, 0.061], [0.126, 0.114, -0.179], [0.034, -0.017, -0.106], [0.006, -0.084, 0.003], [-0.017, -0.147, 0.097], [0.068, -0.049, -0.139], [0.272, 0.343, -0.071], [0.407, 0.395, 0.003], [-0.313, -0.515, 0.182], [0.147, 0.147, 0.032], [0.149, -0.141, -0.232], [-0.580, -0.164, 0.164]], "mulliken_charge": [-0.378, -0.111, -0.410, -0.197, 0.301, 0.280, 0.260, 0.238, 0.389, 0.201, 0.380, -0.366, -0.833, 0.290, 0.249, 0.350, 0.356], "fmax_ev_per_a": 0.63, "total_charge": 1, "e_homo_ev": -13.19, "multiplicity": 1}

3.
{"formula": "C4H11N2", "method": "ωB97M-V/def2-TZVPD", "elements": ["C", "C", "C", "N", "C", "N", "H", "H", "H", "H", "H", "H", "H", "H", "H", "H", "H"], "xyz": [[0.186, 0.239, -2.530], [-0.284, 0.957, -1.241], [0.459, 0.349, 0.099], [0.445, -1.211, 2.420], [-0.673, -0.704, 1.954], [-0.700, 0.128, 0.897], [0.690, -0.738, -2.476], [0.911, 0.917, -2.983], [-0.631, 0.079, -3.185], [0.097, 1.963, -1.158], [-1.403, 0.796, -1.086], [1.038, -0.530, -0.094], [1.052, 1.104, 0.564], [0.403, -2.162, 2.708], [1.506, -0.929, 2.808], [-1.635, -1.075, 2.460], [-1.459, 0.818, 0.843]], "atomic_forces_ev_per_a": [[0.909, 0.870, 0.395], [1.187, -2.312, 1.305], [-1.900, 1.691, -2.395], [4.468, -0.684, 1.763], [-1.336, 1.132, -0.682], [-0.639, -1.504, 4.085], [-0.220, 0.279, 0.732], [-0.118, -0.256, -0.433], [-0.738, 0.147, -0.782], [-0.858, 0.606, -0.763], [1.561, 0.716, -0.392], [0.013, -0.674, 0.085], [0.759, 0.538, 0.137], [-0.744, -0.714, 0.749], [-3.859, 0.283, -2.442], [1.266, 0.706, -1.178], [0.250, -0.824, -0.185]], "mulliken_charge": [-1.170, -0.311, -0.560, -0.419, -0.001, -0.128, 0.344, 0.297, 0.359, 0.296, 0.296, 0.385, 0.330, 0.268, 0.355, 0.325, 0.333], "fmax_ev_per_a": 4.85, "total_charge": 1, "smiles": "CCC/[NH+]=C\\N", "e_homo_ev": -14.75, "multiplicity": 1}

4.
{"formula": "C4H11N2", "method": "ωB97M-V/def2-TZVPD", "elements": ["C", "C", "C", "C", "N", "N", "H", "H", "H", "H", "H", "H", "H", "H", "H", "H", "H"], "xyz": [[-1.871, -1.332, 0.543], [-0.343, -1.244, 0.609], [0.221, -0.064, 0.003], [0.889, 0.067, -1.188], [1.467, 1.330, -1.526], [0.464, 1.210, 0.829], [-2.226, -1.848, -0.322], [-2.406, -0.362, 0.510], [-2.090, -1.821, 1.513], [-0.196, -1.219, 1.743], [0.154, -2.223, 0.455], [0.952, -0.639, -2.048], [0.914, 1.786, -2.270], [2.436, 1.358, -1.750], [-0.174, 1.999, 0.637], [0.566, 1.306, 1.841], [1.245, 1.697, 0.421]], "atomic_forces_ev_per_a": [[-1.994, 0.639, 0.823], [1.867, -0.264, 2.801], [0.566, 0.294, 2.877], [1.584, 1.550, -4.245], [-1.954, -0.413, 1.381], [-1.492, 0.721, -0.280], [0.038, -0.697, -0.489], [0.525, -0.313, 0.314], [-0.514, 0.081, -0.918], [0.156, 0.758, -1.257], [-0.253, 0.569, -1.209], [-0.357, -0.481, 1.334], [0.315, -0.080, 0.140], [1.045, -0.444, -0.719], [-1.004, -0.483, -0.256], [-0.120, -1.430, 0.503], [1.592, -0.006, -0.799]], "mulliken_spin": [0.140, 0.080, 0.318, 0.359, 0.002, 0.004, -0.004, -0.004, 0.010, 0.011, 0.020, 0.010, 0.027, 0.013, 0.010, -0.002, 0.007], "fmax_ev_per_a": 4.79, "total_charge": 2, "e_homo_ev": [-20.37, -20.33], "multiplicity": 2, "s2": 0.754}

5.
{"formula": "C4H11N2O", "method": "ωB97M-V/def2-TZVPD", "elements": ["C", "N", "C", "O", "C", "C", "N", "H", "H", "H", "H", "H", "H", "H", "H", "H", "H", "H"], "xyz": [[1.768, -0.961, 0.161], [-1.874, -0.775, -0.884], [-2.384, 0.036, 0.095], [-3.187, -0.794, 1.145], [1.334, 0.333, 0.627], [1.375, 0.518, -0.967], [2.036, 1.287, 1.260], [2.827, -1.126, -0.002], [0.972, -1.608, -0.195], [-1.784, -0.300, -1.771], [-3.249, 0.684, -0.138], [-1.697, 0.539, 0.800], [0.268, 0.378, 0.899], [1.000, -0.125, -1.763], [0.719, 1.395, -1.087], [2.318, 1.058, -1.140], [-3.023, -1.713, 0.872], [2.579, 1.173, 2.087]], "atomic_forces_ev_per_a": [[-0.902, 1.954, -1.004], [1.015, -0.586, -0.040], [-1.913, -0.780, 1.423], [0.674, -0.332, -0.446], [-0.537, -0.743, 3.895], [0.859, 1.173, -2.490], [-0.090, 1.415, -0.824], [0.012, -0.247, 0.165], [0.190, -0.406, 0.224], [-0.405, 0.157, -0.185], [0.610, 0.687, -0.538], [0.159, 0.350, -0.094], [-0.073, -0.440, -0.758], [0.125, -0.206, 0.115], [-0.459, -0.482, 0.858], [0.205, -0.965, -0.205], [0.065, 0.455, -0.150], [0.465, -1.005, 0.054]], "mulliken_charge": [-0.977, -0.846, 0.009, -0.630, 0.827, -1.220, -0.872, 0.410, 0.506, 0.060, 0.217, 0.041, -0.026, 0.365, 0.335, 0.456, 0.239, 0.106], "fmax_ev_per_a": 4.00, "total_charge": -1, "e_homo_ev": -2.21, "multiplicity": 1}

6.
{"formula": "C4H11N2O", "method": "ωB97M-V/def2-TZVPD", "elements": ["C", "O", "C", "C", "C", "N", "N", "H", "H", "H", "H", "H", "H", "H", "H", "H", "H", "H"], "xyz": [[0.746, -1.818, -0.670], [0.218, -2.175, -1.835], [0.564, -0.247, -0.373], [-0.868, -0.009, 0.077], [-1.055, 1.360, 0.750], [-0.470, 1.433, 2.113], [0.813, 0.427, -1.621], [1.884, -1.983, -0.667], [0.333, -2.399, 0.199], [1.311, 0.000, 0.386], [-1.519, -0.044, -0.797], [-1.141, -0.747, 0.837], [-0.567, 2.144, 0.170], [-2.104, 1.632, 0.902], [0.538, 1.305, 2.059], [-0.881, 0.694, 2.686], [1.780, 0.610, -1.875], [0.418, -0.184, -2.340]], "atomic_forces_ev_per_a": [[0.689, 0.198, -0.121], [-0.502, -0.033, -0.395], [0.269, -2.109, -0.296], [0.133, 1.262, 0.447], [0.402, -0.067, 0.715], [-0.120, 0.175, -0.094], [-0.240, 1.549, -0.628], [-0.366, 0.116, 0.357], [0.153, 0.221, 0.193], [-0.088, 0.340, 0.134], [-0.039, -0.425, 0.019], [-0.200, -0.279, -0.287], [-0.157, -0.017, -0.192], [-0.065, -0.087, -0.369], [-0.302, -0.255, 0.120], [0.430, 0.128, -0.185], [-0.140, -0.399, 0.488], [0.145, -0.318, 0.092]], "mulliken_charge": [-0.608, -0.898, 0.130, -0.516, -0.747, -0.653, -0.727, 0.247, 0.223, 0.352, 0.169, 0.272, 0.397, 0.339, 0.280, 0.240, 0.225, 0.274], "fmax_ev_per_a": 2.15, "total_charge": -1, "smiles": "NCC[C@H](N)C[O-]", "e_homo_ev": -2.43, "multiplicity": 1}

7.
{"formula": "C4H11N2O", "method": "ωB97M-V/def2-TZVPD", "elements": ["C", "C", "C", "O", "N", "C", "N", "H", "H", "H", "H", "H", "H", "H", "H", "H", "H", "H"], "xyz": [[-0.419, -0.437, 1.065], [-1.489, 0.662, 0.980], [-0.877, 1.968, 0.349], [-1.635, 3.048, 0.332], [0.123, -0.720, -0.277], [1.508, -1.029, -0.566], [1.725, -1.429, -1.955], [-0.827, -1.404, 1.404], [0.398, -0.079, 1.701], [-1.759, 0.909, 2.011], [-2.369, 0.269, 0.452], [-0.515, 1.653, -0.680], [0.138, 2.028, 0.857], [-0.307, -0.081, -0.930], [1.805, -1.829, 0.122], [2.053, -0.095, -0.397], [0.947, -1.012, -2.460], [1.500, -2.421, -2.010]], "atomic_forces_ev_per_a": [[0.456, -0.403, -0.938], [0.758, -0.149, 0.257], [0.072, -0.508, -0.550], [-0.105, 0.087, 0.324], [-1.252, -1.015, -0.601], [-0.776, 1.079, 0.714], [-0.503, -0.501, 0.158], [0.100, 0.375, 0.619], [-0.073, -0.151, 0.293], [-0.306, 0.016, -0.084], [0.050, 0.335, -0.021], [-0.251, 0.138, -0.158], [-0.125, 0.284, 0.324], [0.489, 0.177, -0.074], [0.362, 0.246, -0.109], [0.784, -0.236, 0.162], [0.234, 0.187, -0.267], [0.088, 0.037, -0.050]], "mulliken_charge": [-0.630, -0.650, -0.240, -0.870, -0.417, -0.350, -0.716, 0.307, 0.350, 0.328, 0.283, 0.076, 0.099, 0.234, 0.269, 0.370, 0.268, 0.289], "fmax_ev_per_a": 1.72, "total_charge": -1, "smiles": "NCNCCC[O-]", "e_homo_ev": -2.29, "multiplicity": 1}

8.
{"formula": "C4H11N2O", "method": "ωB97M-V/def2-TZVPD", "elements": ["N", "C", "O", "H", "H", "H", "H", "C", "C", "C", "N", "H", "H", "H", "H", "H", "H", "H"], "xyz": [[-1.509, -2.373, -1.637], [-0.072, -2.401, -1.265], [0.317, -1.171, -0.773], [-1.661, -1.452, -2.088], [-1.692, -3.073, -2.368], [0.138, -3.198, -0.527], [0.558, -2.770, -2.135], [0.674, 1.770, -0.234], [0.317, 1.497, 1.215], [0.169, 2.480, 2.136], [0.146, 0.158, 1.464], [-0.131, 1.287, -0.825], [1.565, 1.241, -0.514], [0.764, 2.872, -0.495], [-0.148, 2.274, 3.181], [0.184, 3.488, 1.795], [0.194, -0.570, 0.654], [0.187, -0.059, 2.416]], "atomic_forces_ev_per_a": [[-0.275, 0.066, -0.637], [1.183, 1.146, 0.524], [-0.229, -1.251, -0.895], [0.260, -0.699, 0.469], [0.057, 0.228, 0.261], [-0.651, -0.202, 0.248], [-0.319, 0.579, 0.008], [-1.295, 1.011, -0.147], [0.051, -0.495, -0.157], [-0.270, -0.686, 0.525], [0.290, 0.808, -1.438], [0.490, 0.388, 0.031], [0.514, -0.226, -0.060], [-0.164, -1.254, 0.471], [0.233, 0.117, -0.847], [0.223, 0.694, 0.011], [0.072, 0.480, 0.374], [-0.168, -0.703, 1.259]], "mulliken_charge": [-0.624, -0.370, -0.817, 0.225, 0.204, 0.231, 0.163, -0.961, 0.637, -1.038, -0.404, 0.224, 0.261, 0.266, 0.226, 0.262, 0.401, 0.113], "fmax_ev_per_a": 1.73, "total_charge": -1, "e_homo_ev": -3.42, "multiplicity": 1}

9.
{"formula": "C4H11N2O", "method": "ωB97M-V/def2-TZVPD", "elements": ["C", "C", "N", "O", "H", "H", "H", "H", "H", "C", "C", "N", "H", "H", "H", "H", "H", "H"], "xyz": [[-1.691, -0.297, 0.900], [-1.579, 0.604, 2.127], [-0.274, 0.857, 2.538], [-2.570, 1.093, 2.686], [-0.706, -0.632, 0.575], [-2.192, 0.304, 0.122], [-2.326, -1.190, 1.134], [-0.274, 1.306, 3.446], [0.352, 0.088, 2.481], [2.163, -0.825, -2.050], [0.051, 0.360, -1.729], [1.229, 0.056, -1.324], [2.384, -1.686, -1.405], [3.077, -0.252, -2.265], [1.676, -1.143, -2.990], [-0.265, 0.028, -2.713], [-0.599, 0.919, -1.105], [1.543, 0.410, -0.429]], "atomic_forces_ev_per_a": [[-0.771, -0.206, 0.430], [-1.713, 0.485, 1.062], [-1.146, 0.597, 0.210], [2.261, -0.917, -1.377], [-0.094, -0.117, -0.040], [0.076, -0.430, 0.236], [0.515, 0.896, -0.230], [0.205, 0.085, -0.019], [0.506, -0.582, -0.053], [0.018, 0.142, -0.351], [1.341, -0.518, -0.304], [-0.827, -0.101, -0.663], [-0.025, 0.266, -0.277], [-0.293, -0.312, 0.086], [0.356, 0.112, 0.557], [-0.042, -0.097, 0.117], [-0.324, 0.623, 0.368], [-0.044, 0.076, 0.246]], "mulliken_charge": [-0.701, 0.588, -0.452, -0.553, 0.158, 0.211, 0.310, 0.268, 0.236, -0.684, -0.335, -0.030, 0.323, 0.306, 0.267, 0.242, 0.502, 0.345], "fmax_ev_per_a": 2.80, "total_charge": 1, "e_homo_ev": -13.03, "multiplicity": 1}

10.
{"formula": "C4H11N2O", "method": "ωB97M-V/def2-TZVPD", "elements": ["C", "C", "C", "C", "N", "O", "N", "H", "H", "H", "H", "H", "H", "H", "H", "H", "H", "H"], "xyz": [[1.492, 1.512, 0.528], [0.495, 0.689, -0.263], [-0.474, -0.087, 0.631], [-1.429, -0.970, -0.155], [-2.566, -1.344, 0.432], [-1.153, -1.325, -1.305], [1.251, -0.298, -1.125], [2.220, 1.990, -0.136], [2.020, 0.934, 1.277], [0.977, 2.336, 1.021], [-0.128, 1.310, -0.895], [0.046, -0.739, 1.331], [-0.995, 0.626, 1.262], [-2.774, -1.184, 1.402], [-3.211, -1.887, -0.126], [1.691, -0.994, -0.520], [1.991, 0.194, -1.634], [0.547, -0.764, -1.726]], "atomic_forces_ev_per_a": [[-0.115, 0.529, -0.367], [-0.176, -0.417, 0.847], [0.094, -0.215, 0.085], [-0.033, 0.056, -0.508], [-0.161, -0.104, -0.037], [0.133, 0.265, 0.169], [0.068, 0.676, 0.082], [-0.002, -0.120, 0.044], [0.074, -0.183, 0.122], [-0.050, -0.100, 0.122], [0.272, 0.092, -0.535], [0.339, -0.100, 0.100], [-0.222, 0.116, -0.038], [-0.020, 0.146, -0.031], [0.079, -0.063, 0.183], [0.023, -0.091, -0.136], [-0.219, -0.266, -0.132], [-0.085, -0.220, 0.031]], "mulliken_charge": [-1.453, 0.144, -0.958, 0.666, -0.364, -0.712, -0.226, 0.431, 0.387, 0.387, 0.281, 0.375, 0.471, 0.213, 0.270, 0.361, 0.373, 0.355], "fmax_ev_per_a": 0.96, "total_charge": 1, "smiles": "C[C@@H]([NH3+])CC(N)=O", "e_homo_ev": -14.49, "multiplicity": 1}

| no. | E_tot (eV) |
| --- | --- |
| 1 | -7296.7164 |
| 2 | -7298.5419 |
| 3 | -7298.3087 |
| 4 | -7284.2728 |
| 5 | -9347.8893 |
| 6 | -9353.6902 |
| 7 | -9352.9136 |
| 8 | -9353.6737 |
| 9 | -9346.7123 |
| 10 | -9348.8569 |